Below is C44H29BaN7O8SeTe as an isolated structure at a distorted geometry, with properties calculated with ωB97M-V/def2-TZVPD.

## Properties
Charge   -2
HOMO level (spin up / spin down)   -1.0 / 0.0 eV
Orbital gap (spin up / spin down)   3.69 / 2.65 eV
ΔE to the lowest compared entry with this formula, charge and spin   5.449 eV

Last column: Mulliken charge in e.
Cartesian coordinates (Å):
Ba1 -1.0143 0.1624 0.6353  2.307
O1 1.9535 0.0929 -3.0865  -0.623
C1 1.3659 -0.2727 -1.9311  0.872
O2 1.2394 0.6791 -0.9446  -0.317
C2 0.9573 -1.5241 -1.5956  -0.543
C3 1.3190 -2.7387 -2.2904  -1.027
C4 1.3695 -3.8652 -1.5600  -0.741
C5 1.0616 -3.7963 -0.1280  -0.183
C6 0.1076 -2.7351 0.1652  0.616
N1 0.1680 -1.6121 -0.4621  -0.397
C7 -0.7513 -2.7663 1.4089  0.044
O3 -0.4395 -3.6178 2.2483  -0.706
O4 -1.6361 -1.8879 1.4967  -0.937
H1 1.4538 0.8680 -3.4055  0.430
H2 1.5368 -2.6867 -3.3453  0.530
H3 1.6322 -4.8198 -1.9930  0.442
H4 0.8681 -4.7383 0.3717  0.778
Se1 -1.0730 4.5173 7.6844  0.010
N2 -1.5271 4.8880 5.9857  -0.993
C8 -1.1604 3.8574 5.2295  1.065
C9 -1.3338 3.8124 3.8154  0.550
C10 -1.8684 4.8801 3.0963  -0.599
C11 -1.9675 4.7853 1.7243  -1.089
C12 -1.5496 3.6007 1.1069  -0.437
N3 -1.0743 2.5622 1.7495  0.183
C13 -0.9343 2.6344 3.0970  -0.777
C14 -0.3537 1.5390 3.7792  -0.612
N4 -0.0118 0.4319 3.0717  0.016
C15 0.5688 -0.5618 3.6961  0.372
C16 0.8961 -0.5520 5.0564  -1.055
C17 0.5454 0.5490 5.8068  -0.807
C18 -0.1105 1.6139 5.1915  0.581
C19 -0.5353 2.7697 5.9122  0.919
N5 -0.3887 2.9140 7.2257  -0.990
H5 -2.1772 5.7727 3.6249  0.491
H6 -2.3593 5.5945 1.1252  0.495
H7 -1.6034 3.5035 0.0336  0.710
H8 0.7967 -1.4393 3.1055  0.177
H9 1.3995 -1.3996 5.4986  0.424
H10 0.7678 0.5989 6.8642  0.487
C20 6.4715 -6.9836 4.0422  -1.501
C21 5.5288 -6.0957 3.2798  0.841
C22 4.3430 -5.6582 3.8488  -0.996
C23 3.4883 -4.7895 3.1867  1.100
C24 2.2486 -4.3269 3.8872  -1.487
C25 3.8242 -4.3396 1.9028  -0.625
Te1 2.6628 -2.7287 1.0698  0.538
C26 4.9873 -4.8162 1.2908  0.917
C27 5.3957 -4.4158 -0.0986  -1.555
C28 5.8243 -5.6766 1.9913  -0.725
H11 6.0987 -7.1645 5.0478  0.336
H12 7.4583 -6.5253 4.1107  0.339
H13 6.5847 -7.9465 3.5455  0.330
H14 4.0865 -5.9804 4.8494  0.289
H15 2.0207 -4.9792 4.7273  0.436
H16 1.3867 -4.2922 3.2194  0.270
H17 2.3981 -3.3185 4.2748  0.292
H18 4.6353 -3.7786 -0.5534  0.128
H19 5.5503 -5.2962 -0.7232  0.379
H20 6.3323 -3.8607 -0.0610  0.337
H21 6.7461 -6.0025 1.5261  0.402
N6 6.6573 8.1070 -1.0997  -0.556
C29 5.9086 7.2308 -1.1663  0.092
C30 5.0304 6.1438 -1.2287  0.497
C31 4.4039 5.6754 -0.0589  -0.646
C32 3.5813 4.5811 -0.1029  -0.618
C33 3.3524 3.9104 -1.3181  0.345
C34 3.9776 4.3761 -2.4851  -0.596
C35 4.7971 5.4747 -2.4433  -0.625
C36 2.5482 2.7667 -1.3281  0.317
C37 1.8525 1.7993 -1.1168  0.377
H22 4.5879 6.1929 0.8715  0.436
H23 3.1061 4.2047 0.7914  0.589
H24 3.8119 3.8443 -3.4103  0.459
H25 5.2735 5.8400 -3.3417  0.432
O5 -0.5406 1.4542 -2.7727  -0.512
C38 -1.5972 1.7074 -2.1849  -0.014
O6 -1.9563 1.1891 -1.0925  -1.072
C39 -2.5225 2.7317 -2.8069  0.690
C40 -3.4409 3.4327 -2.0254  -0.617
C41 -4.2304 4.4190 -2.5997  -0.617
C42 -4.1534 4.6807 -3.9511  -0.576
C43 -3.2642 3.9462 -4.7465  -0.460
C44 -2.4307 2.9898 -4.1614  -0.227
N7 -3.2155 4.1758 -6.1315  0.914
O7 -3.9452 5.0622 -6.6176  -0.833
O8 -2.4559 3.4856 -6.8321  -0.813
H26 -3.5244 3.1974 -0.9743  0.557
H27 -4.9131 4.9868 -1.9819  0.362
H28 -4.7676 5.4340 -4.4219  0.438
H29 -1.7191 2.4502 -4.7675  0.570



Below is C4H8N2O as an isolated structure, with properties calculated with ωB97M-V/def2-TZVPD.

## Properties
HOMO level   -7.9 eV
Orbital gap   8.96 eV
ΔE to the lowest compared entry with this formula, charge and spin   6.060 eV

Last column: natural (NBO) charge in e.
Cartesian coordinates (Å):
N1 2.0693 -0.1124 -1.6837  -0.821
C1 1.4598 -0.8274 -0.7241  0.363
O1 2.1046 -0.8626 0.4033  -0.568
C2 0.4096 -0.4214 0.7446  -0.009
N2 -0.4162 0.5780 0.1248  -0.429
C3 -1.7057 0.7869 0.7628  -0.253
C4 -1.5941 0.1196 -0.5657  -0.251
H1 2.9295 0.3887 -1.4787  0.380
H2 1.6409 0.0083 -2.5864  0.394
H3 -0.0448 -1.4015 0.8956  0.198
H4 0.7663 0.0210 1.6801  0.195
H5 -1.9667 0.1537 1.6115  0.192
H6 -2.0315 1.8211 0.8449  0.207
H7 -1.7681 -0.9561 -0.6013  0.197
H8 -1.8557 0.6576 -1.4737  0.204



Below is C5H8N2OS in the gas phase at a distorted geometry, with properties calculated with ωB97M-V/def2-TZVPD.

## Properties
HOMO level   -7.5 eV
SMILES string   [H]/N=c1\scc(O)n1CC
Orbital gap   8.15 eV
ΔE to the lowest compared entry with this formula, charge and spin   2.793 eV

Last column: natural (NBO) charge in e.
Cartesian coordinates (Å):
H1 2.5376 -2.3635 1.1574  0.359
N1 1.7568 -1.6613 1.1911  -0.710
C1 1.0460 -1.7110 0.1577  0.264
S1 1.2250 -2.8300 -1.1368  0.335
C2 -0.2052 -2.1529 -1.9210  -0.598
C3 -0.7027 -1.0657 -1.2541  0.496
O1 -1.7737 -0.2276 -1.6425  -0.698
N2 -0.1539 -0.7236 -0.0932  -0.430
C4 -0.6940 0.3931 0.6508  -0.215
C5 0.4795 1.4043 0.6657  -0.602
H2 -0.3236 -2.2505 -2.9956  0.240
H3 -2.5151 -0.7261 -1.8745  0.493
H4 -0.9366 0.1785 1.6814  0.202
H5 -1.5213 0.8025 0.1294  0.238
H6 1.3971 0.8555 0.8202  0.224
H7 0.5924 1.8577 -0.2494  0.198
H8 0.3357 2.1828 1.2966  0.202



Below is C27H43BrN2P2Sr as an isolated structure at a distorted geometry, with properties calculated with ωB97M-V/def2-TZVPD.

## Properties
Charge   +2
HOMO level (spin up / spin down)   -12.4 / -12.4 eV
Orbital gap (spin up / spin down)   5.51 / 5.59 eV
ΔE to the lowest compared entry with this formula, charge and spin   0.708 eV

Last column: Mulliken charge in e.
Cartesian coordinates (Å):
N1 2.5120 -5.3310 4.4743  -0.546
C1 1.1976 -5.4836 4.3369  -0.402
C2 0.5219 -5.0870 3.1827  -0.421
C3 1.2642 -4.4799 2.1506  -0.042
C4 2.6500 -4.3104 2.3302  -0.274
C5 3.2388 -4.7811 3.5076  -0.378
C6 0.6311 -4.1403 0.8744  0.175
Sr1 -1.2790 -3.1838 -0.4927  2.147
P1 -1.9825 -0.5409 -3.8852  -0.201
C7 1.1442 -3.1585 0.0067  -2.370
C8 1.3872 -1.7766 0.4020  1.854
C9 2.0439 -0.9124 -0.5184  -0.795
C10 2.0524 0.4357 -0.3165  -0.996
C11 1.2018 1.0093 0.7188  0.538
C12 1.0382 0.1247 1.8629  -1.331
C13 1.0293 -1.2394 1.6745  -0.510
Br1 -0.7695 1.2811 -0.3959  -0.197
H1 -0.0933 -4.9188 0.5219  0.767
H2 1.3535 -3.3695 -1.0610  0.463
H3 -0.5504 -5.2270 3.0969  0.371
H4 3.2668 -3.8685 1.5516  0.405
H5 0.6726 -5.9470 5.1737  0.379
H6 4.3223 -4.6980 3.6310  0.378
H7 2.4790 -1.3739 -1.4159  0.551
H8 0.7063 -1.9244 2.4752  0.479
H9 2.6129 1.0986 -0.9737  0.289
H10 0.8583 0.5653 2.8519  0.432
P2 1.4462 2.8150 1.0498  1.203
C14 -2.2087 -2.0160 -2.8595  0.461
C15 -3.0398 -3.1000 -3.5485  -1.431
H11 -2.6833 -1.6801 -1.9046  0.188
H12 -1.1511 -2.3852 -2.7694  -0.186
H13 -3.4028 -3.8679 -2.8497  0.288
H14 -3.9169 -2.6775 -4.0524  0.392
H15 -2.4321 -3.6034 -4.3105  0.400
C16 -0.2193 -0.0742 -3.6852  0.573
C17 0.1842 1.0451 -4.6499  -1.523
H16 0.3663 -0.9859 -3.8723  0.464
H17 -0.0742 0.2460 -2.6394  -0.523
H18 1.2707 1.1866 -4.6220  0.411
H19 -0.0920 0.8094 -5.6861  0.421
H20 -0.2708 2.0087 -4.3876  0.306
C18 -2.7770 0.8828 -3.0223  0.149
C19 -4.0961 1.3381 -3.6449  -1.462
H21 -2.0443 1.6992 -3.0763  0.303
H22 -2.8954 0.6296 -1.9607  -0.006
H23 -4.4688 2.2416 -3.1432  0.379
H24 -3.9540 1.5843 -4.7044  0.356
H25 -4.8728 0.5678 -3.5693  0.330
C20 -0.1894 3.4427 1.5504  -0.285
C21 -0.5165 4.9138 1.3870  -1.479
H26 -0.4046 3.0678 2.5593  0.663
H27 -0.9241 2.9274 0.8776  -0.102
H28 -0.0131 5.5407 2.1334  0.341
H29 -0.2814 5.2718 0.3742  0.320
H30 -1.6047 5.0136 1.5311  0.416
C22 1.9483 3.5884 -0.5203  -0.584
C23 3.4613 3.7117 -0.7318  -1.386
H31 1.4747 4.5784 -0.5570  0.431
H32 1.4942 2.9971 -1.3251  0.278
H33 3.8775 4.5513 -0.1570  0.395
H34 4.0099 2.8014 -0.4465  0.354
H35 3.6648 3.9107 -1.7940  0.380
C24 2.6239 3.3169 2.3421  -0.482
C25 2.1624 3.0795 3.7785  -1.227
H36 2.8280 4.3875 2.1810  0.486
H37 3.5674 2.7906 2.1477  0.428
H38 2.1487 2.0108 4.0309  0.280
H39 2.8523 3.5818 4.4665  0.415
H40 1.1642 3.4917 3.9696  0.326
C26 -4.4911 -0.4062 1.9931  -0.859
C27 -3.8022 -1.3959 1.2142  0.351
N2 -3.2098 -2.1805 0.5767  -0.646
H41 -4.4228 -0.6442 3.0681  0.335
H42 -5.5450 -0.3637 1.6829  0.341
H43 -4.0508 0.5884 1.8111  0.251



Please write out number 2 again, unchanged.
Below is C4H8N2O as an isolated structure, with properties calculated with ωB97M-V/def2-TZVPD.

## Properties
HOMO level   -7.9 eV
Orbital gap   8.96 eV
ΔE to the lowest compared entry with this formula, charge and spin   6.060 eV

Last column: natural (NBO) charge in e.
Cartesian coordinates (Å):
N1 2.0693 -0.1124 -1.6837  -0.821
C1 1.4598 -0.8274 -0.7241  0.363
O1 2.1046 -0.8626 0.4033  -0.568
C2 0.4096 -0.4214 0.7446  -0.009
N2 -0.4162 0.5780 0.1248  -0.429
C3 -1.7057 0.7869 0.7628  -0.253
C4 -1.5941 0.1196 -0.5657  -0.251
H1 2.9295 0.3887 -1.4787  0.380
H2 1.6409 0.0083 -2.5864  0.394
H3 -0.0448 -1.4015 0.8956  0.198
H4 0.7663 0.0210 1.6801  0.195
H5 -1.9667 0.1537 1.6115  0.192
H6 -2.0315 1.8211 0.8449  0.207
H7 -1.7681 -0.9561 -0.6013  0.197
H8 -1.8557 0.6576 -1.4737  0.204